# C24H29N3O4

An isolated molecule of C24H29N3O4 (the ωB97M-V functional and the def2-TZVPD basis, OMol25).

- HOMO energy: -7.437 eV
- Gap between HOMO and LUMO: 8.2 eV
- LUMO energy: 0.02638 Ha
- ΔE to the lowest compared entry with this formula, charge and spin: 1.913 eV

Element x y z (Å)
C  4.670  0.152  7.948
O  4.144  -0.904  7.185
C  3.562  -0.607  5.983
C  3.071  -1.686  5.254
C  2.452  -1.500  4.036
C  2.304  -0.222  3.488
N  1.742  0.011  2.231
C  0.770  1.072  2.085
C  -0.649  0.547  2.381
N  -0.951  -0.547  1.488
C  -1.793  -0.525  0.432
O  -1.881  -1.474  -0.331
C  -2.650  0.720  0.261
C  -3.415  0.652  -1.061
C  -2.414  0.798  -2.202
O  -1.631  1.729  -2.181
N  -2.476  -0.077  -3.245
C  -2.999  -1.427  -3.184
C  -1.840  -2.391  -3.433
O  -1.298  -2.224  -4.723
C  -1.202  -0.927  -5.140
C  -0.549  -0.700  -6.347
C  -0.419  0.579  -6.847
C  -0.947  1.664  -6.158
C  -0.836  3.054  -6.710
C  -1.611  1.435  -4.964
C  -1.738  0.156  -4.434
C  -0.001  -1.636  1.622
C  1.413  -1.096  1.361
C  2.821  0.848  4.220
C  3.432  0.668  5.447
H  5.472  0.674  7.415
H  3.895  0.872  8.230
H  5.078  -0.308  8.847
H  3.178  -2.677  5.667
H  2.084  -2.371  3.518
H  0.997  1.896  2.758
H  0.808  1.438  1.053
H  -1.380  1.346  2.288
H  -0.675  0.167  3.410
H  -2.008  1.603  0.227
H  -3.341  0.806  1.102
H  -4.016  -0.251  -1.109
H  -4.081  1.516  -1.131
H  -3.766  -1.556  -3.957
H  -3.407  -1.651  -2.204
H  -1.074  -2.215  -2.667
H  -2.173  -3.429  -3.374
H  -0.146  -1.552  -6.871
H  0.098  0.735  -7.782
H  -0.863  3.789  -5.910
H  -1.666  3.257  -7.387
H  0.090  3.173  -7.269
H  -2.033  2.266  -4.423
H  -0.265  -2.406  0.895
H  -0.077  -2.044  2.635
H  2.158  -1.883  1.463
H  1.452  -0.721  0.331
H  2.769  1.849  3.819
H  3.812  1.533  5.966

***

# C3H8O2

A cluster of 2 separate species, C3H8O2 in total (the ωB97M-V functional and the def2-TZVPD basis, OMol25).

- HOMO energy: -9.964 eV
- Gap between HOMO and LUMO: 10.9 eV
- LUMO energy: 0.03355 Ha
- ΔE to the lowest compared entry with this formula, charge and spin: 1.341 eV

Element x y z (Å)
C  -0.148  -0.300  -2.416
C  0.729  -0.318  -1.203
O  1.141  0.663  -0.649
H  -0.806  -1.164  -2.443
H  -0.720  0.625  -2.460
H  0.501  -0.335  -3.293
H  1.007  -1.328  -0.852
C  0.047  0.479  2.321
O  -1.001  -0.446  2.105
H  0.903  -0.107  2.649
H  0.315  1.010  1.405
H  -0.214  1.200  3.103
H  -1.754  0.021  1.732

***

# C14H19FN2O2

An isolated molecule of C14H19FN2O2 (the ωB97M-V functional and the def2-TZVPD basis, OMol25).

- HOMO energy: -7.852 eV
- Gap between HOMO and LUMO: 8.3 eV
- LUMO energy: 0.01581 Ha
- ΔE to the lowest compared entry with this formula, charge and spin: 13.737 eV

Element x y z (Å)
C  -5.427  -1.016  0.652
C  -5.028  0.337  -0.048
O  -3.810  0.260  -0.656
C  -2.966  0.646  0.496
O  -3.269  0.814  1.772
N  -1.686  0.830  -0.191
C  -1.357  0.464  -1.514
C  -0.457  -0.604  -1.358
N  0.664  -0.535  -0.637
C  1.916  0.308  -1.178
C  3.080  0.048  -0.260
C  3.520  -1.097  -0.233
C  4.654  -1.405  0.853
C  5.524  -0.257  1.031
C  5.024  0.998  0.756
C  3.896  1.062  -0.157
F  3.608  2.282  -0.352
C  0.391  -0.406  0.688
C  -0.512  1.108  0.847
H  -5.212  -1.604  -0.109
H  -4.843  -1.151  1.285
H  -6.528  -1.051  1.110
H  -5.633  0.612  -0.960
H  -5.305  1.103  0.666
H  -2.168  0.190  -2.000
H  -0.804  1.212  -1.878
H  -0.046  -1.026  -2.366
H  -0.994  -1.768  -0.988
H  1.961  -0.010  -2.202
H  1.532  1.247  -1.255
H  2.962  -2.080  -0.228
H  5.029  -2.634  0.970
H  6.500  -0.354  1.465
H  5.672  1.730  0.928
H  1.300  -0.202  1.449
H  -0.216  -1.114  1.328
H  -0.925  1.195  1.685
H  -0.047  1.867  0.592

***

# C36H78BaNO18

A structure of composition C36H78BaNO18 (the ωB97M-V functional and the def2-TZVPD basis, OMol25).

- HOMO energy: -8.386 eV
- Gap between HOMO and LUMO: 3.1 eV
- Charge: +1
- LUMO energy: -0.19312 Ha

Element x y z (Å)
Ba  -5.028  -1.493  2.379
C  1.184  0.803  -0.037
C  -0.203  0.279  0.336
O  -1.269  0.929  0.356
O  -0.286  -0.928  0.594
H  0.987  1.692  -0.637
H  1.661  -0.018  -0.572
H  1.680  0.988  0.915
C  4.108  -6.746  -1.973
C  4.325  -7.820  -2.827
C  3.358  -8.076  -3.786
C  2.247  -7.188  -3.940
C  2.150  -6.052  -3.127
C  2.997  -5.882  -2.058
N  1.340  -7.324  -5.103
O  0.817  -6.283  -5.566
O  1.054  -8.423  -5.467
H  4.858  -6.505  -1.234
H  5.183  -8.448  -2.639
H  3.433  -8.890  -4.492
H  1.329  -5.356  -3.222
H  2.995  -5.070  -1.347
C  4.303  1.317  -4.399
O  4.460  2.712  -4.170
C  5.833  3.143  -4.150
C  6.586  2.956  -2.851
O  6.968  1.570  -2.751
C  7.624  1.140  -1.510
H  4.578  1.078  -5.427
H  3.260  1.013  -4.321
H  4.945  0.673  -3.799
H  5.707  4.205  -4.362
H  6.445  2.654  -4.908
H  5.981  3.335  -2.028
H  7.475  3.579  -2.952
H  8.548  1.682  -1.309
H  7.880  0.082  -1.558
H  7.021  1.272  -0.612
C  0.632  13.123  0.416
O  0.976  11.792  0.774
C  1.030  10.830  -0.235
C  1.607  9.503  0.180
O  0.917  8.913  1.299
C  1.434  7.547  1.492
H  1.396  13.620  -0.181
H  0.501  13.787  1.271
H  -0.348  13.238  -0.048
H  1.707  11.254  -0.977
H  -0.006  10.694  -0.546
H  2.653  9.513  0.486
H  1.704  8.930  -0.742
H  1.474  7.048  0.524
H  0.866  6.939  2.197
H  2.464  7.657  1.833
C  -4.219  -4.466  6.318
O  -3.351  -3.421  5.817
C  -2.572  -2.871  6.934
C  -1.614  -1.823  6.340
O  -2.415  -0.783  5.663
C  -1.623  0.456  5.470
H  -4.768  -4.894  5.479
H  -4.961  -4.100  7.028
H  -3.594  -5.254  6.739
H  -1.907  -3.666  7.269
H  -3.235  -2.723  7.786
H  -0.773  -2.081  5.696
H  -1.032  -1.364  7.139
H  -1.309  0.920  6.405
H  -2.206  1.280  5.057
H  -0.671  0.430  4.940
C  -4.444  -3.032  -2.415
O  -4.999  -3.858  -1.399
C  -4.796  -5.201  -1.796
C  -5.065  -6.122  -0.644
O  -4.331  -5.758  0.496
C  -3.044  -6.386  0.642
H  -3.381  -2.830  -2.290
H  -4.824  -2.015  -2.323
H  -4.623  -3.321  -3.450
H  -3.761  -5.371  -2.092
H  -5.532  -5.478  -2.551
H  -5.066  -7.178  -0.917
H  -6.102  -5.996  -0.331
H  -2.962  -7.471  0.579
H  -2.800  -6.216  1.691
H  -2.245  -5.945  0.047
C  -0.546  4.708  -7.239
O  -1.790  4.995  -6.768
C  -2.043  4.685  -5.414
C  -1.012  5.442  -4.476
O  -1.443  6.822  -4.482
C  -0.991  7.623  -5.531
H  -0.505  4.623  -8.325
H  -0.181  3.812  -6.738
H  0.150  5.533  -7.090
H  -1.966  3.628  -5.159
H  -3.056  4.990  -5.150
H  0.055  5.322  -4.666
H  -1.235  5.331  -3.415
H  0.026  7.391  -5.848
H  -1.012  8.681  -5.271
H  -1.649  7.560  -6.399
C  -9.656  -2.951  3.009
O  -8.864  -2.661  1.842
C  -9.677  -2.080  0.804
C  -9.654  -0.563  0.701
O  -8.298  -0.221  0.363
C  -8.149  1.142  0.075
H  -10.286  -2.075  3.166
H  -9.140  -3.195  3.937
H  -10.402  -3.735  2.880
H  -10.725  -2.373  0.755
H  -9.232  -2.445  -0.122
H  -9.986  -0.044  1.600
H  -10.374  -0.190  -0.028
H  -7.087  1.377  0.010
H  -8.572  1.840  0.797
H  -8.645  1.349  -0.873
C  5.293  -2.792  4.357
O  6.444  -3.375  3.752
C  7.753  -2.808  4.147
C  8.182  -3.213  5.554
O  8.031  -4.601  5.885
C  8.667  -5.549  5.107
H  5.396  -2.760  5.441
H  4.486  -3.493  4.144
H  5.108  -1.777  4.005
H  7.628  -1.734  4.009
H  8.488  -3.188  3.437
H  7.425  -2.702  6.148
H  9.177  -2.899  5.867
H  9.753  -5.636  5.137
H  8.351  -5.694  4.074
H  8.449  -6.552  5.472

***

# C20H34Cl8N6

A cluster of 10 separate species, C20H34Cl8N6 in total (the ωB97M-V functional and the def2-TZVPD basis, OMol25).

- HOMO energy: -10.534 eV
- Gap between HOMO and LUMO: 10.4 eV
- LUMO energy: -0.00384 Ha

Element x y z (Å)
Cl  -0.758  -0.265  3.989
C  -1.738  0.214  5.397
C  -1.719  1.679  5.735
Cl  -3.136  2.129  6.773
H  -1.448  -0.354  6.281
H  -2.718  -0.224  5.211
H  -1.617  2.282  4.833
H  -0.827  1.725  6.358
Cl  4.005  -5.264  2.868
C  4.444  -3.565  3.202
C  3.713  -2.501  2.368
Cl  1.967  -2.505  2.606
H  5.533  -3.554  3.143
H  4.147  -3.417  4.240
H  3.849  -2.652  1.297
H  4.078  -1.494  2.569
Cl  3.836  -2.350  -2.031
C  4.563  -0.752  -1.737
C  3.647  0.356  -2.309
Cl  3.476  0.491  -4.108
H  5.472  -0.645  -2.330
H  4.621  -0.587  -0.661
H  4.061  1.307  -1.974
H  2.653  0.390  -1.861
Cl  -3.603  -2.797  1.387
C  -2.217  -3.709  2.061
C  -2.287  -5.206  1.774
Cl  -3.914  -5.952  2.253
H  -2.274  -3.487  3.127
H  -1.381  -3.158  1.629
H  -1.494  -5.617  2.399
H  -2.026  -5.390  0.732
C  -2.726  3.185  -0.976
C  -1.920  4.037  -1.733
N  -1.284  4.792  -2.348
H  -3.710  3.076  -1.431
H  -2.836  3.515  0.056
H  -2.224  2.217  -0.955
C  0.188  5.312  2.799
C  -0.250  4.109  2.040
N  -0.602  3.173  1.413
H  1.230  5.090  3.031
H  -0.355  5.307  3.744
H  0.156  6.288  2.315
C  0.668  2.449  -4.736
C  1.129  2.649  -6.115
N  1.501  2.841  -7.217
H  1.200  3.063  -4.009
H  0.902  1.434  -4.418
H  -0.388  2.685  -4.602
C  0.523  -2.435  -3.599
C  -0.138  -2.734  -2.370
N  -0.640  -2.999  -1.368
H  0.931  -1.427  -3.516
H  -0.186  -2.472  -4.426
H  1.435  -3.028  -3.671
C  -3.461  1.171  -3.677
C  -3.923  0.150  -4.597
N  -4.253  -0.768  -5.257
H  -2.579  0.813  -3.146
H  -4.216  1.511  -2.968
H  -3.012  2.020  -4.193
C  -0.355  -0.226  0.578
C  -0.378  0.307  -0.779
N  -0.287  0.682  -1.864
H  -1.102  -1.001  0.752
H  -0.582  0.658  1.174
H  0.642  -0.574  0.851

***

# C30H25GaN4PS13

A structure of composition C30H25GaN4PS13 (the ωB97M-V functional and the def2-TZVPD basis, OMol25).

- HOMO energy: -5.063 eV
- Gap between HOMO and LUMO: 6.7 eV
- Charge: -1
- LUMO energy: 0.05851 Ha

Element x y z (Å)
Ga  -1.518  0.196  0.219
S  -1.328  0.347  2.544
C  -1.968  -1.271  2.527
S  -2.223  -2.015  0.991
C  -2.257  -1.907  3.720
C  -2.792  -3.220  3.765
N  -3.228  -4.286  3.820
C  -2.017  -1.254  4.959
N  -1.810  -0.727  5.964
S  5.083  -2.468  -0.294
C  3.446  -1.907  0.069
C  2.393  -2.745  0.415
C  1.134  -2.197  0.600
N  0.868  -0.901  0.439
C  1.891  -0.104  0.137
C  3.186  -0.546  -0.055
C  5.145  -4.006  0.615
C  5.569  -3.992  1.935
C  5.635  -5.205  2.608
N  5.309  -6.367  2.053
C  4.911  -6.364  0.786
C  4.819  -5.212  0.015
H  2.533  -3.810  0.537
H  0.294  -2.823  0.873
H  1.655  0.945  0.043
H  3.974  0.154  -0.306
H  5.833  -3.063  2.420
H  5.963  -5.248  3.641
H  4.652  -7.331  0.369
H  4.501  -5.250  -1.017
C  0.589  3.098  4.107
S  -0.311  3.678  2.642
C  0.889  3.450  1.392
C  0.590  3.043  0.140
S  -0.940  2.503  -0.475
S  1.926  3.163  -1.010
C  3.173  3.620  0.104
S  4.751  3.789  -0.304
S  2.561  3.901  1.701
H  -0.154  3.014  4.897
H  1.360  3.814  4.384
H  1.015  2.115  3.916
C  -4.965  2.732  3.431
S  -4.666  1.545  2.091
C  -4.479  2.621  0.721
C  -4.070  2.168  -0.481
S  -3.688  0.493  -0.774
S  -4.036  3.361  -1.764
C  -4.566  4.716  -0.834
S  -4.769  6.226  -1.444
S  -4.849  4.326  0.832
H  -5.087  2.132  4.329
H  -5.868  3.306  3.236
H  -4.105  3.390  3.547
C  1.177  -0.650  -2.988
P  -0.552  -0.462  -2.382
C  -1.274  -2.073  -2.879
C  -1.193  0.658  -3.672
C  -2.456  0.465  -4.228
C  -2.954  1.359  -5.164
C  -2.201  2.456  -5.551
C  -0.945  2.657  -4.998
C  -0.445  1.769  -4.060
H  1.173  -0.747  -4.074
H  1.620  -1.536  -2.531
H  1.775  0.215  -2.704
H  -1.276  -2.201  -3.962
H  -2.290  -2.145  -2.490
H  -0.681  -2.861  -2.413
H  -3.051  -0.387  -3.933
H  -3.949  1.218  -5.568
H  -2.601  3.164  -6.265
H  -0.360  3.520  -5.290
H  0.528  1.956  -3.625